No. 1
ORCA calculation (ωB97M-V with the def2-TZVPD basis set) on an isolated molecule of CH3FOS.

Geometry as XYZ:
```
7
Properties=species:S:1:pos:R:3:forces:R:3:nbo_charge:R:1
C -0.0850 0.2552 0.3512 0.4 1.2 0.9 0.37
O -0.5238 1.5429 -0.1038 1.1 -1.3 0.6 -0.73
F -1.1597 -0.5696 0.5903 0.3 0.5 0.2 -0.35
S 1.1154 -0.7181 -0.6986 0.0 0.2 -0.1 -0.10
H 0.4868 0.5286 1.3098 -1.2 -0.6 -1.3 0.17
H -1.1473 1.6495 -0.8370 0.2 -1.1 0.0 0.50
H 1.5983 -1.6586 0.2030 -0.8 1.0 -0.3 0.15
```
Forces are in eV/Å.

- Structure (SMILES): O[C@@H](F)S
- E: -16685.0758 eV
- Orbital gap: 10.44 eV
- HOMO: -9.77 eV
- LUMO: 0.0249 Ha

***

No. 2
ORCA calculation (ωB97M-V with the def2-TZVPD basis set) on a cluster of 2 separate species, CH3FOS in total.

Geometry as XYZ:
```
7
Properties=species:S:1:pos:R:3:forces:R:3:nbo_charge:R:1
C 1.1773 0.2603 0.1111 2.3 3.9 0.2 -0.72
O -1.2765 0.4516 -0.0538 -2.1 -0.7 0.1 -0.96
F -3.9530 -0.1672 -0.1711 1.6 0.0 0.4 -0.59
S -0.0996 1.2662 0.1270 2.7 -0.2 -0.3 1.22
H 2.3038 0.6043 0.1020 -2.7 -0.6 0.2 0.25
H -3.0060 -0.1056 0.0210 -1.6 0.1 -0.5 0.58
H 0.9256 -0.7285 0.1971 -0.3 -2.5 -0.1 0.23
```
Forces are in eV/Å.

- E: -16684.2250 eV
- Orbital gap: 9.64 eV
- HOMO: -10.46 eV
- LUMO: -0.0301 Ha

***

No. 3
ORCA calculation (ωB97M-V with the def2-TZVPD basis set) on a cluster of 2 separate species, CH3FOS in total.

Geometry as XYZ:
```
7
Properties=species:S:1:pos:R:3:forces:R:3:nbo_charge:R:1
C -1.4624 -0.1014 -0.3381 0.2 0.6 -0.4 0.28
O -1.8065 -0.9925 0.3746 -0.1 -0.4 0.3 -0.49
F 2.0375 -0.9267 -0.1316 0.1 0.8 -0.1 -0.48
S 2.0800 0.7106 0.0952 -0.1 -1.0 0.2 0.39
H -1.6669 0.9617 -0.1117 -0.1 0.0 0.1 0.10
H -0.9113 -0.2619 -1.2815 0.0 -0.2 0.0 0.11
H 1.7295 0.6102 1.3931 0.0 0.2 -0.1 0.10
```
Forces are in eV/Å.

- Structure (SMILES): C=O.FS
- E: -16683.8658 eV
- Orbital gap: 9.83 eV
- HOMO: -10.09 eV
- LUMO: -0.0094 Ha

***

Computed energy relative to the best compared isomer or geometry (same formula, charge and spin) (kJ/mol) in order:
39.7; 121.8; 156.5
Computed molar mass (g mol⁻¹) in order:
82.099; 82.099; 82.099